1.
Here is a cluster of 9 separate species, C34H85N3O15 in total from OMol25. Energies are from wB97M-V/def2-TZVPD.

The geometry in ORCA input format:
```
! RIJCOSX wB97M-V def2-TZVPD def2/J DEFGRID3
* xyz 0 1
O -14.37 -27.04 2.26
O -19.49 -23.96 3.70
O -7.17 -22.68 5.78
O -8.56 -21.92 -9.32
O -11.51 -19.18 0.54
O -10.92 -18.45 -2.22
O -16.28 -13.72 -4.90
O -17.15 -22.82 4.90
O -2.76 -8.79 -1.25
O -16.96 -20.87 -1.56
O -12.03 -25.28 2.99
O -6.34 -21.71 -7.82
O -16.28 -21.22 -4.55
O -6.88 -23.76 8.54
O -5.31 -17.49 8.55
N -13.63 -13.79 -5.48
N -3.07 -10.13 -1.38
N -5.53 -17.49 9.90
C -8.41 -20.82 -8.46
C -3.54 -16.14 10.56
C -10.06 -19.02 -1.35
C -4.30 -17.50 10.67
C -4.68 -17.68 12.15
C -6.64 -15.18 10.13
C -17.50 -21.46 -3.94
C -6.44 -23.87 6.15
C -12.16 -26.00 1.70
C -2.85 -10.02 -3.83
C -13.08 -27.27 1.77
C -7.11 -24.57 7.35
C -3.36 -12.34 -0.34
C -2.15 -10.70 0.83
C -3.34 -10.86 -0.10
C -14.04 -12.81 -4.51
C -17.55 -14.09 -4.52
C -14.05 -11.56 -5.32
C -17.55 -21.86 -2.45
C -6.73 -16.75 10.29
C -7.03 -17.11 11.75
C -10.29 -18.56 0.13
C -3.30 -18.56 10.35
C -19.33 -23.85 5.18
C -3.70 -12.11 -2.80
C -7.95 -17.29 9.53
C -3.70 -10.51 -2.65
C -4.68 -10.46 0.62
C -4.27 -12.85 -1.55
C -18.31 -22.72 5.70
C -15.43 -13.15 -3.94
C -5.12 -9.90 -2.65
C -5.89 -16.77 12.62
C -6.90 -20.59 -8.53
H -13.28 -27.82 0.85
H -7.79 -16.42 12.11
H -14.95 -11.44 -5.93
H -20.29 -23.63 5.66
H -4.28 -13.91 -1.80
H -12.64 -25.34 0.97
H -4.19 -15.27 10.65
H -18.77 -24.52 3.39
H -3.20 -10.39 -4.79
H -2.97 -16.05 11.49
H -6.68 -25.55 7.51
H -12.85 -24.79 3.04
H -4.63 -9.40 0.86
H -6.12 -17.12 13.63
H -18.15 -14.45 -5.36
H -14.23 -10.74 -4.61
H -7.27 -22.91 8.31
H -17.03 -22.79 -2.24
H -16.39 -20.81 -5.41
H -5.24 -12.39 -1.38
H -7.22 -18.18 11.91
H -8.02 -18.38 9.53
H -18.12 -22.74 6.77
H -6.02 -14.68 10.88
H -18.87 -24.80 5.42
H -3.72 -19.54 10.15
H -1.14 -10.86 0.45
H -18.64 -21.70 5.52
H -5.94 -10.50 -2.25
H -18.59 -21.84 -2.13
H -13.19 -14.57 -5.02
H -2.32 -9.72 1.28
H -3.81 -12.78 0.55
H -11.66 -19.06 -2.17
H -2.76 -18.34 9.43
H -17.67 -22.38 -4.50
H -6.49 -20.65 -9.54
H -13.08 -11.44 -5.80
H -5.22 -8.96 -2.11
H -16.01 -20.88 -1.45
H -8.34 -21.57 -10.18
H -2.34 -12.71 -0.39
H -4.88 -11.10 1.48
H -14.48 -27.64 3.00
H -8.19 -24.57 7.22
H -3.75 -17.55 12.71
H -12.55 -28.15 2.13
H -5.08 -18.61 12.55
H -17.50 -22.96 4.02
H -6.31 -14.95 9.12
H -8.93 -16.91 9.85
H -2.13 -11.39 1.68
H -8.74 -21.14 -7.47
H -5.59 -15.73 12.77
H -2.72 -12.58 -2.82
H -11.23 -26.36 1.26
H -8.02 -22.95 5.42
H -18.37 -20.86 -4.22
H -6.13 -22.37 -8.49
H -10.28 -17.48 0.28
H -15.78 -12.26 -3.40
H -5.45 -23.48 6.42
H -7.90 -17.03 8.48
H -9.44 -18.87 0.74
H -2.88 -16.14 9.69
H -17.56 -14.90 -3.79
H -10.18 -20.09 -1.52
H -14.51 -14.08 -5.87
H -13.39 -12.77 -3.63
H -8.88 -19.90 -8.81
H -1.81 -8.77 -1.09
H -2.44 -18.73 11.01
H -9.13 -18.73 -1.83
H -4.31 -12.31 -3.67
H -1.90 -10.54 -3.87
H -11.63 -19.17 1.50
H -7.67 -14.84 10.25
H -15.23 -13.93 -3.21
H -5.52 -10.49 -0.08
H -5.40 -9.60 -3.66
H -2.61 -8.96 -3.90
H -6.61 -19.63 -8.10
H -18.05 -13.18 -4.19
H -5.50 -18.37 8.24
H -6.36 -24.56 5.31
*
```

Frontier orbital gap, eV: 7.9
Maximum force, hartree/bohr: 0.0650
SMILES string: CC1(C)CCCC(C)(C)N1O.CC1(C)CCCC(C)(C)N1O.COC[C@H](C)N.OCCO.OCCO.OCCO.OCCO.OCCO.OCCO



2.
Here is a structure of composition C20H25InNO2 from OMol25. Energies are from wB97M-V/def2-TZVPD.

The geometry in ORCA input format:
```
! RIJCOSX wB97M-V def2-TZVPD def2/J DEFGRID3
* xyz -2 2
In 0.62 -0.18 -0.20
O 1.95 -1.28 1.08
O 0.88 0.03 -2.19
N 2.33 -0.92 2.34
C 0.78 2.18 0.14
C -2.69 -0.86 -0.43
C -1.22 -1.85 1.04
C 3.22 -0.24 4.85
C -2.38 -1.04 0.94
C -0.97 0.97 -4.45
C 1.59 -0.83 -3.05
C 4.11 -0.27 3.77
C 1.89 -0.60 4.64
C 0.73 1.99 1.58
C -1.43 2.25 0.82
C -0.95 -1.50 -5.03
C -1.75 -1.56 -1.21
C 3.66 -0.65 2.52
C 1.45 -0.92 3.37
C -0.78 -2.15 -0.31
C -0.59 2.39 -0.31
C -0.63 2.00 1.97
C 1.21 -0.35 -4.46
C -0.25 -0.29 -4.61
H -0.80 -1.70 -6.11
H -2.04 -1.41 -4.89
H -0.88 2.67 -1.32
H -1.76 -1.70 -2.29
H 2.68 -0.75 -2.91
H -3.56 -0.32 -0.82
H -2.95 -0.66 1.78
H -2.05 0.80 -4.41
H -0.79 -2.27 1.94
H 1.60 1.95 2.23
H -0.05 -2.91 -0.58
H 1.27 -1.87 -2.90
H 3.57 0.05 5.83
H 4.30 -0.72 1.64
H 0.40 -1.14 3.15
H -0.78 1.64 -5.32
H 1.62 0.66 -4.61
H 1.67 2.42 -0.44
H -2.51 2.37 0.82
H -0.66 1.52 -3.55
H 5.16 -0.01 3.88
H 1.17 -0.62 5.46
H 1.64 -1.02 -5.21
H -1.00 1.90 2.99
H -0.60 -2.40 -4.50
*
```

Frontier orbital gap (spin up / spin down), eV: 2.6 / 2.4
Expectation value of S²: 0.77
Maximum force, hartree/bohr: 0.0369



3.
Here is a structure of composition C25H43N2O4S3Si2Ta from OMol25. Energies are from wB97M-V/def2-TZVPD.

The geometry in ORCA input format:
```
! RIJCOSX wB97M-V def2-TZVPD def2/J DEFGRID3
* xyz 1 2
Ta -0.57 0.53 0.85
S 0.81 0.30 -1.23
S -0.31 0.48 3.29
S -2.81 0.35 1.53
Si 2.07 -0.37 5.72
Si -4.20 1.08 0.01
O -5.64 0.63 0.53
O -3.77 0.44 -1.43
O -1.44 1.76 -0.48
O -4.11 2.69 -0.11
N 1.35 -0.41 1.58
N -1.05 2.07 -1.71
C 2.50 -0.90 1.06
C -4.52 0.42 -2.67
C -5.59 1.51 -2.70
C -4.13 5.05 -0.02
C 3.65 -1.02 6.47
C -0.38 2.68 -4.26
C 1.25 -0.25 2.92
C -1.76 3.02 -2.34
C -7.71 -0.48 0.75
C 3.39 -1.12 3.26
C -6.28 -0.41 1.29
C -6.16 3.75 0.67
C -6.29 0.01 2.76
C -1.44 3.35 -3.63
C -5.16 -0.95 -2.81
C 1.89 1.44 6.08
C -0.02 1.41 -2.26
C -3.52 0.64 -3.79
C -5.56 -1.74 1.11
C 2.24 -0.60 3.83
C 0.32 1.72 -3.58
C 3.54 -1.27 1.88
C -4.10 3.70 2.10
C -4.64 3.79 0.68
C 0.62 -1.35 6.31
H -0.33 -0.92 6.00
H -6.56 4.63 1.17
H -3.05 1.61 -3.70
H -3.04 5.05 -0.05
H -5.91 -1.10 -2.04
H 0.93 1.83 5.73
H -2.01 4.12 -4.13
H -6.81 0.96 2.87
H -8.29 -1.21 1.31
H -7.71 -0.77 -0.30
H -4.51 5.09 -1.04
H -4.47 2.81 2.60
H -4.54 -1.70 1.51
H 4.21 -1.41 3.91
H 4.45 -1.67 1.45
H 4.52 -0.46 6.14
H -5.51 -2.03 0.07
H -6.79 -0.74 3.36
H -8.20 0.49 0.84
H -2.56 3.45 -1.75
H -6.53 2.86 1.17
H -2.75 -0.14 -3.78
H -5.65 -1.05 -3.78
H 0.62 -1.39 7.40
H -6.53 3.74 -0.36
H 3.60 -0.92 7.55
H 2.68 2.02 5.61
H -6.13 1.46 -3.64
H 0.66 -2.38 5.95
H 1.15 1.19 -4.03
H -4.03 0.61 -4.75
H -3.01 3.67 2.10
H -4.46 5.94 0.51
H -6.11 -2.52 1.65
H -5.27 0.13 3.13
H 2.56 -1.01 0.00
H -5.14 2.50 -2.61
H 3.81 -2.07 6.25
H -0.12 2.92 -5.28
H -4.41 -1.74 -2.72
H 1.94 1.61 7.16
H -4.42 4.57 2.68
H -6.31 1.38 -1.89
*
```

Frontier orbital gap (spin up / spin down), eV: 6.9 / 7.8
Expectation value of S²: 0.75
Maximum force, hartree/bohr: 0.0135



4.
Here is a cluster of 6 separate species, C39H41F10N3O3P in total from OMol25. Energies are from wB97M-V/def2-TZVPD.

The geometry in ORCA input format:
```
! RIJCOSX wB97M-V def2-TZVPD def2/J DEFGRID3
* xyz 1 1
P 4.14 -5.74 0.36
F -1.80 -1.40 -0.65
F -6.54 4.58 -0.63
F 2.91 0.83 -0.38
F -2.48 1.79 3.00
F -0.29 -4.03 0.08
F 0.04 -9.20 4.32
F -1.16 7.92 -2.70
F -0.49 -1.61 -2.44
F -0.24 -4.13 -2.12
F -2.18 -3.81 -1.04
O 4.93 -6.82 -0.49
O 2.88 -5.24 -0.22
O 4.03 -6.49 1.77
N 3.95 -1.55 0.77
N 6.21 -1.27 0.16
N 5.11 -3.30 -0.30
C -0.84 -3.51 -1.06
C 6.15 -3.03 -1.32
C -3.24 9.03 -2.72
C -5.21 4.62 -0.43
C 0.54 -1.41 -0.31
C 2.48 2.13 -0.36
C -2.60 -8.13 2.09
C 0.14 -7.81 2.43
C 2.80 2.93 0.72
C 1.32 3.91 -1.42
C 1.74 2.59 -1.43
C -4.11 9.91 -3.34
C -5.26 -0.42 3.61
C -3.75 10.51 -4.54
C -3.27 3.79 0.65
C -2.02 8.77 -3.31
C 5.05 -2.03 0.28
C -2.50 4.71 -0.03
C -1.88 -7.34 1.20
C 2.37 4.25 0.71
C -3.40 0.82 2.81
C -4.32 0.58 3.81
C -2.52 10.23 -5.12
C -3.38 0.11 1.63
C 7.16 -2.19 -0.55
C -3.09 5.59 -0.93
C -0.60 -8.59 3.29
C -4.32 -0.90 1.45
C -0.63 -1.96 -1.12
C 1.64 4.74 -0.35
C -0.51 -7.18 1.37
C -1.64 9.36 -4.50
C 1.89 -2.13 -0.49
C -4.46 5.55 -1.13
C 5.35 -4.40 0.63
C -1.96 -8.77 3.14
C -4.64 3.74 0.46
C 2.67 -2.30 0.80
C -5.26 -1.16 2.43
H 2.89 -3.34 0.98
H 3.38 2.53 1.54
H -2.80 3.10 1.34
H -4.43 11.19 -5.03
H 2.49 -1.58 -1.21
H -3.50 8.55 -1.78
H 0.22 -1.35 0.72
H 3.96 -0.59 1.10
H 7.72 -2.74 0.20
H -4.95 6.22 -1.83
H -2.49 6.31 -1.46
H 3.94 -5.90 2.52
H 5.01 -7.67 -0.05
H -2.24 10.70 -6.05
H -2.65 0.34 0.87
H -5.06 10.12 -2.89
H -4.30 1.17 4.71
H -6.00 -0.62 4.37
H 1.30 5.76 -0.35
H -0.67 9.13 -4.93
H -5.27 3.03 0.98
H 7.88 -1.67 -1.16
H 0.65 -0.38 -0.66
H 2.62 4.89 1.54
H 2.11 -1.93 1.65
H 5.68 -2.31 -1.98
H 1.76 -3.12 -0.91
H 6.53 -1.00 1.09
H 1.20 -7.70 2.58
H -6.00 -1.94 2.28
H 5.26 -4.08 1.67
H 6.47 -3.88 -1.89
H 1.52 1.93 -2.26
H -1.43 4.74 0.13
H -3.66 -8.26 1.96
H -2.50 -9.39 3.84
H -2.38 -6.85 0.38
H 0.74 4.29 -2.25
H 6.36 -4.79 0.52
H -4.32 -1.47 0.53
H 0.06 -6.57 0.68
*
```

Frontier orbital gap, eV: 7.3
Maximum force, hartree/bohr: 0.0393



5.
Here is a structure of composition C6H10O from OMol25. Energies are from wB97M-V/def2-TZVPD.

The geometry in ORCA input format:
```
! RIJCOSX wB97M-V def2-TZVPD def2/J DEFGRID3
* xyz 0 1
O 0.47 1.49 0.83
C -0.83 0.43 -0.52
C -0.07 -1.24 0.76
C -1.19 -1.02 -0.25
C -0.94 1.28 0.76
C 0.62 0.41 -0.02
C 1.92 0.36 -0.77
H -1.15 0.92 -1.45
H 1.94 -0.55 -1.35
H 0.70 -1.93 0.45
H -1.14 0.51 1.53
H -0.43 -1.65 1.74
H -2.21 -1.16 0.14
H 2.76 0.37 -0.06
H -1.44 2.26 0.77
H 2.07 1.20 -1.47
H -1.08 -1.68 -1.11
*
```

Frontier orbital gap, eV: 9.7
Maximum force, hartree/bohr: 0.0367